(1)
Entry from the OMol25 dataset: 2 unconnected molecules or ions with the total composition CH6N2O2 (wB97M-V/def2-TZVPD).

Its HOMO energy (alpha / beta) is 0.0254 / -0.2241 Ha. For the HOMO-LUMO gap (alpha / beta), the calculation gives 0.12728 / 0.36759 hartree. The spin multiplicity is 2. The expectation value of S² is 0.7505. Its net charge is -1.

```
11
Properties=species:S:1:pos:R:3:lowdin_spin:R:1
N 0.98 0.55 -0.25 0.05
C 0.17 1.36 0.44 0.08
N -0.98 0.81 1.07 0.04
O 0.59 2.51 0.51 0.00
H 0.82 -0.47 -0.36 0.04
H 1.95 0.99 -0.58 0.01
H -1.10 -0.18 1.31 0.04
H -1.78 1.22 0.77 0.01
H -0.59 -1.87 -1.52 0.14
H 0.13 -2.91 -0.76 0.13
O -0.19 -2.02 -0.64 0.44
```



(2)
Entry from the OMol25 dataset: C9H8O2S in the gas phase (wB97M-V/def2-TZVPD).

Its HOMO energy is -0.3544 Ha. For the HOMO-LUMO gap, the calculation gives 0.36355 hartree. The spin multiplicity is 1. As for the structure (SMILES): C[C@]1(S)OC(=O)c2ccccc21. Its energy above the lowest of the compared OMol25 structures with the same formula, charge and spin is 0.000 eV. Its net charge is 0.

```
20
Properties=species:S:1:pos:R:3:nbo_charge:R:1
C 2.06 0.68 -1.48 -0.63
C 1.68 0.10 -0.12 0.18
S 2.47 1.03 1.28 0.01
O 2.39 -1.34 -0.09 -0.50
C 1.41 -2.25 0.10 0.76
O 1.63 -3.44 0.17 -0.57
C 0.05 -1.59 0.27 -0.14
C -1.14 -2.11 0.61 -0.16
C -2.23 -1.22 0.82 -0.19
C -2.07 0.18 0.60 -0.17
C -0.78 0.69 0.33 -0.21
C 0.27 -0.16 0.12 -0.08
H 2.97 1.15 -1.41 0.22
H 1.22 1.43 -1.76 0.22
H 2.09 -0.14 -2.18 0.24
H 1.53 0.75 2.21 0.14
H -1.16 -3.10 0.92 0.23
H -3.19 -1.45 1.12 0.21
H -2.84 0.86 0.69 0.21
H -0.57 1.73 0.21 0.22
```



(3)
Entry from the OMol25 dataset: a molecular structure, C13H9N7O2S2Tc (wB97M-V/def2-TZVPD).

Its HOMO energy (alpha / beta) is -0.4200 / -0.4204 Ha. For the HOMO-LUMO gap (alpha / beta), the calculation gives 0.26213 / 0.20464 hartree. The spin multiplicity is 3. The expectation value of S² is 2.0316. Its energy above the lowest of the compared OMol25 structures with the same formula, charge and spin is 0.000 eV. Its net charge is +1.

```
34
Properties=species:S:1:pos:R:3:lowdin_spin:R:1
Tc -0.46 -0.24 -0.38 1.37
N -6.55 -0.87 -5.11 0.00
C -5.58 -1.17 -4.22 0.00
C -5.88 -1.90 -3.05 0.00
C -4.89 -2.21 -2.15 0.00
C -3.58 -1.79 -2.38 0.00
C -3.26 -1.06 -3.53 0.00
C -4.25 -0.76 -4.44 0.00
S -2.37 -2.19 -1.24 0.01
O -2.58 -3.47 -0.67 0.00
O -1.03 -1.85 -1.83 0.04
N -2.24 -1.01 -0.11 0.03
C -2.60 -0.50 1.11 0.01
N -3.70 -0.68 1.79 0.00
C -3.75 0.00 2.95 0.00
C -2.74 0.83 3.39 0.00
C -1.60 0.95 2.60 0.01
N -1.54 0.27 1.46 0.02
H -7.49 -1.19 -4.98 0.00
H -6.33 -0.38 -5.96 0.00
H -6.89 -2.23 -2.87 0.00
H -5.13 -2.80 -1.27 0.00
H -2.24 -0.75 -3.71 0.00
H -4.00 -0.20 -5.33 0.00
H -4.65 -0.13 3.53 0.00
H -2.82 1.36 4.33 0.00
H -0.76 1.57 2.86 0.00
S 2.45 -1.53 0.83 0.17
C 1.19 -0.88 0.27 0.01
N 0.32 5.11 -3.87 0.04
C 0.60 4.31 -3.09 0.01
N 0.95 3.45 -2.15 0.11
C 0.53 2.39 -1.72 0.08
N 0.20 1.36 -1.20 0.09
```



(4)
Entry from the OMol25 dataset: 15 unconnected molecules or ions with the total composition C52H90B8F32N10O4 (wB97M-V/def2-TZVPD).

Its HOMO energy is -0.3661 Ha. For the HOMO-LUMO gap, the calculation gives 0.12683 hartree. The spin multiplicity is 1. Its net charge is +2.

```
196
Properties=species:S:1:pos:R:3:lowdin_charge:R:1
C 2.44 1.15 4.17 0.06
N 2.58 -0.36 4.05 -0.08
C 1.61 -1.27 4.35 0.05
C 1.91 -2.63 4.27 0.09
C 3.19 -3.13 4.01 -0.11
C 4.18 -2.20 3.80 0.06
C 3.87 -0.80 3.87 0.05
C 3.51 -4.56 3.79 -0.11
C 2.97 -5.59 4.52 0.08
C 3.39 -6.91 4.37 0.05
N 4.30 -7.22 3.40 -0.10
C 4.84 -6.26 2.60 0.06
C 4.40 -4.92 2.79 0.06
C 4.66 -8.60 3.22 0.02
H 2.96 1.63 3.34 0.10
H 2.67 1.34 5.22 0.12
H 1.37 1.27 3.97 0.10
H 0.67 -0.78 4.57 0.15
H 1.08 -3.29 4.47 0.11
H 5.18 -2.60 3.70 0.13
H 4.62 -0.02 3.86 0.13
H 2.14 -5.38 5.17 0.12
H 3.12 -7.66 5.09 0.14
H 5.49 -6.60 1.80 0.15
H 4.87 -4.23 2.10 0.12
H 5.60 -8.72 3.76 0.12
H 4.73 -8.74 2.14 0.11
H 3.94 -9.33 3.59 0.11
C -0.23 2.63 -2.42 0.03
N -0.67 1.62 -1.45 -0.05
C -1.62 2.01 -0.62 0.00
C -2.10 1.08 0.30 0.10
C -1.55 -0.22 0.29 -0.13
C -0.44 -0.48 -0.45 0.03
C -0.02 0.46 -1.34 0.02
C -2.14 -1.27 1.18 -0.13
C -1.42 -2.07 2.08 0.02
C -1.98 -2.95 2.98 0.02
N -3.33 -2.93 3.10 -0.03
C -4.13 -2.28 2.20 0.11
C -3.52 -1.50 1.19 0.06
C -4.02 -3.66 4.21 0.06
H 0.56 3.22 -1.95 0.08
H -1.12 3.17 -2.73 0.10
H -0.03 2.06 -3.33 0.11
H -2.12 2.97 -0.66 0.15
H -2.99 1.22 0.90 0.14
H -0.15 -1.52 -0.49 0.12
H 0.83 0.22 -1.96 0.13
H -0.35 -1.92 2.03 0.09
H -1.50 -3.55 3.74 0.12
H -5.20 -2.36 2.28 0.16
H -4.10 -0.88 0.52 0.11
H -3.92 -4.72 4.02 0.09
H -5.04 -3.29 4.34 0.09
H -3.39 -3.60 5.10 0.09
C 3.05 3.69 -0.46 0.06
N 4.23 3.65 -1.37 -0.03
C 4.57 4.74 -2.08 0.01
C 5.61 4.71 -2.93 0.02
C 6.33 3.57 -3.18 -0.17
C 6.07 2.45 -2.40 0.07
C 4.99 2.54 -1.52 0.04
C 7.36 3.57 -4.25 -0.10
C 7.08 2.80 -5.47 0.11
C 8.14 2.69 -6.39 0.03
N 9.36 3.23 -6.09 -0.08
C 9.52 4.08 -5.04 0.02
C 8.55 4.27 -4.04 0.06
C 10.50 2.77 -6.97 0.05
H 2.36 4.47 -0.76 0.09
H 3.46 3.68 0.55 0.11
H 2.49 2.77 -0.66 0.10
H 4.05 5.68 -1.92 0.13
H 5.72 5.68 -3.40 0.14
H 6.55 1.53 -2.69 0.15
H 4.58 1.66 -1.04 0.16
H 6.13 2.32 -5.61 0.13
H 8.07 2.21 -7.35 0.15
H 10.45 4.61 -4.96 0.15
H 8.79 4.82 -3.14 0.14
H 10.88 3.67 -7.44 0.11
H 10.26 2.02 -7.73 0.11
H 11.33 2.53 -6.31 0.11
C -3.85 -7.80 5.21 -0.01
C -2.87 -8.57 6.10 -0.25
C -1.61 -8.99 5.34 -0.17
O -0.58 -9.24 6.26 -0.19
C 0.57 -9.72 5.63 -0.11
N -2.50 -7.68 7.27 0.22
H -1.95 -6.84 7.12 0.11
H -3.32 -7.29 7.71 0.17
H -1.98 -8.24 7.93 0.16
H -3.56 -6.78 4.94 0.07
H -4.80 -7.61 5.70 0.10
H -3.95 -8.39 4.29 0.10
H -3.33 -9.40 6.64 0.16
H -1.33 -8.29 4.55 0.15
H -1.81 -9.97 4.90 0.14
H 0.51 -10.50 4.87 0.10
H 0.83 -10.33 6.49 0.10
H 1.33 -8.97 5.42 0.07
C 2.36 11.17 -0.95 -0.03
C 1.75 9.78 -1.07 -0.30
C 2.90 8.83 -1.43 -0.21
O 2.62 7.47 -1.53 -0.20
C 1.64 6.94 -2.44 -0.05
N 1.10 9.33 0.22 0.27
H 1.81 9.29 0.93 0.18
H 0.29 9.89 0.44 0.18
H 0.73 8.40 0.10 0.13
H 3.29 11.17 -0.39 0.10
H 1.61 11.86 -0.57 0.10
H 2.56 11.64 -1.92 0.10
H 0.98 9.74 -1.84 0.16
H 3.75 8.97 -0.76 0.14
H 3.37 9.20 -2.35 0.14
H 1.38 5.93 -2.15 0.08
H 2.08 6.79 -3.43 0.09
H 0.68 7.47 -2.52 0.09
C -2.30 -4.22 -1.92 -0.02
C -3.83 -4.00 -1.95 -0.28
C -4.30 -2.56 -2.05 -0.19
O -5.65 -2.42 -1.62 -0.19
C -6.30 -1.17 -1.81 -0.04
N -4.54 -4.93 -2.91 0.25
H -4.89 -5.80 -2.54 0.17
H -5.40 -4.45 -3.12 0.16
H -4.10 -5.11 -3.80 0.17
H -2.01 -5.22 -1.62 0.07
H -1.80 -3.78 -1.06 0.08
H -1.83 -3.90 -2.85 0.09
H -4.17 -4.38 -0.99 0.14
H -4.07 -2.20 -3.06 0.13
H -3.70 -1.85 -1.47 0.11
H -7.24 -1.17 -1.25 0.10
H -6.38 -0.98 -2.88 0.09
H -5.57 -0.47 -1.39 0.08
C -1.53 6.07 -4.86 0.00
C -2.76 5.45 -5.65 -0.27
C -4.10 5.68 -5.19 -0.28
O -4.30 7.03 -5.12 -0.19
C -5.44 7.45 -4.27 -0.02
N -2.68 5.90 -7.13 0.25
H -1.80 6.29 -7.41 0.16
H -2.68 5.08 -7.72 0.17
H -3.46 6.48 -7.39 0.16
H -0.62 5.58 -5.19 0.08
H -1.51 5.94 -3.78 0.08
H -1.43 7.13 -5.11 0.08
H -2.71 4.36 -5.61 0.14
H -3.95 5.37 -4.16 0.15
H -4.86 5.24 -5.84 0.16
H -6.28 6.78 -4.46 0.09
H -5.83 8.40 -4.62 0.08
H -5.24 7.52 -3.20 0.09
B 2.31 -2.68 -0.25 -1.37
F 3.52 -3.07 0.28 0.11
F 1.40 -2.81 0.71 0.17
F 2.47 -1.34 -0.70 0.07
F 2.05 -3.57 -1.31 0.10
B 2.62 1.91 -4.34 -1.50
F 1.72 2.93 -4.36 0.14
F 3.87 2.35 -4.50 0.18
F 2.50 1.31 -3.09 0.12
F 2.44 0.99 -5.29 0.19
B -7.01 0.81 0.98 -1.37
F -6.83 -0.44 1.45 0.17
F -7.78 1.55 1.94 0.06
F -5.79 1.41 0.62 0.08
F -7.75 0.86 -0.15 0.13
B -4.02 2.10 -3.96 -1.23
F -3.01 2.14 -4.98 0.04
F -4.85 3.21 -4.19 0.10
F -4.65 0.88 -3.99 0.14
F -3.31 2.27 -2.75 0.10
B -0.65 -5.38 5.88 -1.43
F -0.17 -6.34 6.73 0.15
F -0.19 -4.32 6.54 0.17
F -0.08 -5.25 4.59 0.10
F -2.01 -5.20 5.93 0.16
B -0.87 5.50 0.37 -1.35
F -2.19 5.43 0.80 0.13
F -0.13 4.30 0.49 0.10
F -1.02 5.79 -1.00 0.08
F -0.21 6.50 0.99 0.15
B -7.86 -2.74 5.17 -1.50
F -7.31 -3.96 4.89 0.11
F -6.83 -1.90 5.02 0.16
F -8.94 -2.51 4.30 0.09
F -8.35 -2.63 6.39 0.17
B -3.14 -6.36 1.32 -1.37
F -3.05 -6.47 -0.07 0.09
F -4.21 -5.60 1.68 0.17
F -3.30 -7.65 1.87 0.08
F -1.93 -5.93 1.81 0.12
```



(5)
Entry from the OMol25 dataset: a molecular structure, C12H28F6NO19P3S2V (wB97M-V/def2-TZVPD).

Its HOMO energy (alpha / beta) is -0.2628 / -0.3337 Ha. For the HOMO-LUMO gap (alpha / beta), the calculation gives 0.27693 / 0.34779 hartree. The spin multiplicity is 4. The expectation value of S² is 3.7532. Its energy above the lowest of the compared OMol25 structures with the same formula, charge and spin is 0.000 eV. Its net charge is 0.

```
72
Properties=species:S:1:pos:R:3:lowdin_spin:R:1
V 0.00 -0.23 0.89 2.80
O 1.41 1.56 4.25 0.00
C 0.77 1.13 3.14 0.01
O 1.19 1.40 1.98 0.00
O -0.16 0.28 3.18 0.02
H 0.98 1.00 4.91 0.00
C -2.57 -3.24 2.23 0.00
F -2.82 -4.51 2.52 0.00
F -3.51 -2.79 1.42 0.00
F -2.58 -2.52 3.34 0.00
S -0.85 -3.18 1.37 0.01
O 0.04 -2.67 2.38 0.01
O -0.56 -4.46 0.80 0.01
N -0.96 -1.95 0.16 0.03
S -1.77 -2.48 -1.12 0.01
O -2.59 -3.64 -0.98 0.00
O -2.36 -1.32 -1.76 0.00
C -0.34 -2.95 -2.30 0.00
F 0.66 -2.09 -2.19 0.00
F 0.10 -4.17 -2.04 0.00
F -0.78 -2.93 -3.55 0.00
C 1.50 0.20 -3.80 0.00
O 0.59 1.24 -3.53 0.00
P 0.53 1.92 -2.10 0.00
O 0.44 1.02 -0.95 0.02
O 1.81 2.88 -2.11 0.00
C 1.98 3.82 -1.06 0.00
O -0.71 2.92 -2.16 0.00
C -0.90 3.82 -3.26 0.00
H 2.27 0.52 -4.51 0.00
H 1.00 -0.63 -4.31 0.00
H 2.01 -0.17 -2.92 0.00
H 1.91 4.84 -1.45 0.00
H 2.95 3.74 -0.57 0.00
H 1.14 3.79 -0.35 0.00
H -1.97 3.81 -3.46 0.00
H -0.32 3.51 -4.12 0.00
H -0.64 4.84 -2.96 0.00
C -4.77 2.88 -1.10 0.00
O -3.66 1.99 -0.95 0.00
P -3.15 1.53 0.50 0.01
O -1.84 0.88 0.57 0.02
O -3.27 2.84 1.42 0.00
C -2.67 4.07 0.97 0.00
O -4.34 0.65 1.03 0.00
C -4.26 0.09 2.35 0.00
H -5.38 3.00 -0.20 0.00
H -5.44 2.45 -1.84 0.00
H -4.34 3.86 -1.32 0.00
H -2.03 4.46 1.77 0.00
H -3.48 4.76 0.79 0.00
H -1.98 3.90 0.14 0.00
H -5.02 0.54 2.99 0.00
H -3.27 0.16 2.80 0.00
H -4.61 -0.94 2.28 0.00
C 4.75 0.17 1.10 0.00
O 4.36 -0.79 0.10 0.00
P 3.23 -1.85 0.40 0.01
O 1.88 -1.28 0.57 0.02
O 3.34 -2.94 -0.76 0.00
C 4.50 -3.73 -0.88 0.00
O 3.77 -2.63 1.71 0.00
C 3.01 -3.71 2.23 0.00
H 4.47 -0.15 2.10 0.00
H 4.33 1.12 0.79 0.00
H 5.84 0.28 1.10 0.00
H 4.67 -4.08 -1.90 0.00
H 4.53 -4.57 -0.20 0.00
H 5.42 -3.16 -0.69 0.00
H 2.51 -3.46 3.16 0.00
H 3.68 -4.54 2.48 0.00
H 2.32 -4.10 1.49 0.00
```



(6)
Entry from the OMol25 dataset: a molecular structure, C53H74FeN8PSb2Si (wB97M-V/def2-TZVPD).

Its HOMO energy (alpha / beta) is -0.4267 / -0.4303 Ha. For the HOMO-LUMO gap (alpha / beta), the calculation gives 0.25227 / 0.19766 hartree. The spin multiplicity is 6. The expectation value of S² is 8.7591. Its net charge is +2.

```
140
Properties=species:S:1:pos:R:3:lowdin_spin:R:1
Fe -0.18 0.64 -0.23 3.89
N 1.74 -0.35 -2.86 0.01
P 2.26 -1.20 -1.43 0.05
C 3.83 -1.87 -2.13 0.01
C 4.94 -1.94 -1.30 0.00
C 6.16 -2.37 -1.79 0.00
C 6.28 -2.76 -3.11 0.00
C 5.17 -2.73 -3.94 0.00
C 3.96 -2.28 -3.45 0.00
C 1.20 -2.69 -1.59 0.00
C -0.08 -2.57 -1.06 0.01
C -0.92 -3.66 -0.96 0.00
C -0.51 -4.89 -1.43 0.00
C 0.76 -5.03 -1.97 0.00
C 1.62 -3.94 -2.04 0.00
C 1.62 1.01 -2.91 0.01
C 1.97 1.71 -4.08 0.00
C 1.91 3.09 -4.09 0.00
C 1.48 3.75 -2.94 0.00
C 1.09 2.98 -1.87 0.01
N 1.14 1.65 -1.84 0.06
H 2.09 -0.74 -3.72 0.00
H 4.85 -1.67 -0.26 0.00
H 7.03 -2.39 -1.14 0.00
H 7.23 -3.08 -3.50 0.00
H 5.25 -3.03 -4.97 0.00
H 3.10 -2.30 -4.12 0.00
H -0.40 -1.58 -0.72 0.00
H -1.90 -3.55 -0.52 0.00
H -1.16 -5.75 -1.35 0.00
H 1.09 -5.99 -2.33 0.00
H 2.62 -4.08 -2.42 0.00
H 2.31 1.17 -4.95 0.00
H 2.22 3.64 -4.96 0.00
H 1.45 4.82 -2.88 0.00
H 0.72 3.44 -0.96 0.00
C 1.18 -4.23 1.58 0.01
Sb 0.97 -2.17 2.22 0.03
C 2.83 -2.30 3.34 0.00
C -0.31 -2.66 4.00 0.01
C -1.37 -3.63 3.70 0.00
C -1.07 -4.99 3.84 0.00
C -2.01 -5.97 3.61 0.00
C -3.29 -5.61 3.21 0.00
C -3.61 -4.28 3.07 0.00
C -2.68 -3.27 3.32 0.00
C -3.13 -1.89 3.20 0.00
Sb -2.95 -1.06 1.14 0.01
C -4.45 0.41 1.65 0.00
C -4.49 -2.29 0.21 0.00
H 1.62 -4.81 2.38 0.00
H 1.84 -4.24 0.72 0.00
H 0.23 -4.66 1.30 0.00
H 3.10 -3.35 3.43 0.00
H 2.71 -1.87 4.33 0.00
H 3.62 -1.78 2.83 0.00
H -0.68 -1.72 4.38 0.00
H 0.41 -3.08 4.71 0.00
H -0.08 -5.27 4.17 0.00
H -1.76 -7.01 3.74 0.00
H -4.04 -6.37 3.02 0.00
H -4.61 -4.00 2.78 0.00
H -2.60 -1.19 3.84 0.00
H -4.20 -1.82 3.40 0.00
H -5.24 -0.06 2.24 0.00
H -4.88 0.80 0.74 0.00
H -4.01 1.22 2.22 0.00
H -5.41 -2.19 0.76 0.00
H -4.20 -3.34 0.17 0.00
H -4.65 -1.94 -0.81 0.00
C -1.80 3.11 -3.59 0.00
N -1.93 1.74 -4.02 0.01
C -2.47 1.61 -5.36 0.00
C -1.79 0.69 -3.17 0.01
N -1.87 0.84 -1.85 0.04
C -2.89 1.66 -1.38 0.00
C -4.12 1.67 -2.05 0.00
C -5.19 2.41 -1.62 0.00
C -5.08 3.15 -0.45 0.00
C -3.89 3.13 0.26 0.00
C -2.77 2.42 -0.19 0.00
N -1.61 2.32 0.58 0.03
C -1.36 3.23 1.51 0.01
N -0.78 2.82 2.66 0.00
C -0.70 1.41 2.93 0.02
C 0.03 3.65 3.53 0.00
N -1.61 4.56 1.35 0.00
C -2.07 5.42 2.43 0.00
C -1.68 5.18 0.05 0.00
N -1.51 -0.53 -3.68 0.00
C -2.20 -1.69 -3.19 0.00
C -0.77 -0.75 -4.91 0.00
H -2.77 3.56 -3.38 0.00
H -1.31 3.68 -4.38 0.00
H -1.19 3.15 -2.69 0.00
H -3.29 2.32 -5.47 0.00
H -2.87 0.62 -5.54 0.00
H -1.71 1.84 -6.11 0.00
H -4.22 1.03 -2.92 0.00
H -6.13 2.39 -2.16 0.00
H -5.92 3.69 -0.05 0.00
H -3.85 3.63 1.21 0.00
H -1.64 0.92 2.67 0.00
H -0.50 1.26 3.99 0.00
H 0.11 0.93 2.34 0.02
H 0.20 4.62 3.09 0.00
H 1.00 3.16 3.68 0.00
H -0.45 3.77 4.50 0.00
H -2.22 4.86 3.35 0.00
H -3.03 5.87 2.15 0.00
H -1.37 6.24 2.61 0.00
H -1.39 4.48 -0.72 0.00
H -1.00 6.04 0.03 0.00
H -2.69 5.54 -0.16 0.00
H -1.54 -2.55 -3.17 0.00
H -3.05 -1.93 -3.85 0.00
H -2.57 -1.49 -2.19 0.00
H -0.23 0.15 -5.19 0.00
H -1.43 -1.05 -5.73 0.00
H -0.06 -1.56 -4.74 0.00
C 4.16 1.58 -0.51 0.05
Si 2.85 1.59 0.90 0.45
C 2.36 3.44 1.14 0.09
C 3.67 1.10 2.55 0.07
C 2.97 1.01 3.76 0.01
C 3.63 0.79 4.96 0.00
C 5.01 0.63 4.97 0.01
C 5.71 0.71 3.79 0.00
C 5.05 0.93 2.60 0.02
H 4.97 2.25 -0.27 0.01
H 3.73 1.93 -1.45 0.00
H 4.59 0.60 -0.70 0.00
H 2.74 3.79 2.09 0.01
H 1.29 3.62 1.12 0.00
H 2.81 4.05 0.37 0.01
H 1.90 1.11 3.77 0.00
H 3.07 0.74 5.88 0.00
H 5.52 0.46 5.90 0.00
H 6.79 0.60 3.78 0.00
H 5.62 0.99 1.69 0.00
```